1.
Molecular formula: C15H25N5O5Ti
Method: DFT, wB97M-V/def2-TZVPD

The net charge is +1. Its spin multiplicity is 2. Its HOMO energy (spin up / spin down) is -0.3407 / -0.3416 Ha.

The geometry in XYZ format:
```
51
Properties=species:S:1:pos:R:3:forces:R:3
O -0.3255 4.3249 0.8847 -0.9 -0.8 -0.4
H 0.6046 4.1869 0.7532 0.9 0.2 0.0
Ti 0.3664 0.0287 -0.3604 -1.6 -0.4 1.2
N -0.7444 -0.4308 -2.0756 -0.1 -0.5 -1.2
N 1.3784 -1.5216 -1.3015 1.0 -0.3 -1.3
O -2.0268 -0.0239 -2.5071 0.8 0.3 0.9
O 2.7084 -1.9530 -1.0393 -0.7 0.6 0.6
C -0.2164 -1.3150 -2.9561 -0.8 0.7 0.9
C 0.9972 -1.8939 -2.5474 0.7 0.7 1.6
C -0.8488 -1.6866 -4.2337 -0.3 -0.3 -0.9
C 1.8171 -2.7751 -3.3895 0.3 -0.7 -0.7
H -1.6178 -0.9883 -4.5344 -0.1 0.1 0.1
H -1.3013 -2.6845 -4.2140 0.0 0.1 0.3
H -0.1248 -1.7430 -5.0527 0.1 0.1 0.3
H 2.5616 -3.3149 -2.8176 0.0 0.0 0.1
H 2.3414 -2.2541 -4.1982 -0.1 0.3 0.2
H 1.2008 -3.5103 -3.9079 -0.2 0.0 0.1
H -2.2240 0.7821 -1.9927 -0.2 -0.2 -0.1
H 2.9208 -1.5639 -0.1698 0.0 -0.4 -0.3
O -0.7968 -2.5702 0.2259 0.1 0.8 -0.3
H -1.3086 -1.7448 0.1174 -0.4 -0.9 0.1
H 0.0221 -2.3632 -0.2589 -0.2 -0.8 0.0
C 1.4130 1.5113 -1.0430 0.7 -0.5 -1.2
H 1.2426 2.5710 -0.9486 -0.2 0.4 0.2
H 1.3813 1.1431 -2.1035 0.5 0.7 0.5
H 2.3754 1.1970 -0.5788 -0.2 0.3 -0.4
O -2.6412 3.2879 -1.5941 0.2 0.3 0.2
H -2.3167 4.0144 -1.0223 -0.2 -0.2 -0.2
H -1.8163 2.9887 -1.9815 0.2 0.2 -0.4
N -0.9423 -0.9137 2.4610 0.8 -0.7 0.2
C 0.4462 -0.8624 2.6177 -0.8 0.0 -0.5
C 0.9844 -1.2010 3.8516 0.8 0.1 0.5
C 2.3261 -0.9484 4.1175 -0.7 -0.2 -0.6
C 3.0846 -0.4034 3.0697 0.7 0.3 -0.7
C 2.5227 -0.1942 1.8196 -0.4 0.0 0.8
N 1.1987 -0.4598 1.5866 0.5 0.6 -0.4
C -1.6684 0.1838 2.0154 -1.1 0.2 0.4
C -2.6954 0.7090 2.7940 0.5 -0.3 -0.2
C -3.1514 1.9953 2.5095 0.4 0.4 -1.2
C -2.5204 2.6821 1.4654 -0.3 0.4 0.1
C -1.5463 2.0610 0.6877 -0.2 -0.4 -0.4
N -1.2808 0.7374 0.8530 1.6 0.3 0.4
H -1.3815 -1.3986 3.2243 -0.2 -0.1 0.1
H 0.2884 -1.5809 4.5825 0.2 0.0 0.3
H 2.7673 -1.1343 5.1001 -0.2 0.1 -0.4
H 4.1315 -0.1280 3.2123 -0.4 -0.1 0.0
H 3.0666 0.2790 0.9880 -0.1 -0.4 0.6
H -3.0580 0.1161 3.6240 0.1 0.2 0.2
H -3.9186 2.5056 3.0933 0.2 -0.4 -0.1
H -2.7618 3.7221 1.2430 0.3 -0.3 0.2
H -0.9134 2.5345 -0.0687 -0.8 0.5 0.4
```
Positions in Å, forces in eV/Å.

---

2.
Molecular formula: C24H43DyN2OP3
Method: DFT, wB97M-V/def2-TZVPD

The net charge is +3. Its spin multiplicity is 6. Its HOMO energy (spin up / spin down) is -0.5729 / -0.5773 Ha.

The geometry in XYZ format:
```
74
Properties=species:S:1:pos:R:3:forces:R:3
Dy 0.7264 -1.9324 0.0182 -1.7 1.8 2.4
P 3.0037 -0.6093 0.9979 1.7 0.4 0.8
P -0.7356 -0.2048 1.8721 -0.7 0.5 0.8
P -0.2973 4.7345 -1.3730 -0.3 1.9 0.6
H 0.4025 -3.4988 -2.2169 0.2 0.5 0.1
C 0.8481 -2.4946 -2.1300 -0.1 -0.6 -2.2
C 2.1493 -2.3251 -1.6258 1.7 -0.4 -1.6
H 2.7386 -3.1872 -1.2653 -0.2 0.2 -0.4
C 4.2082 -1.8049 1.7196 -0.2 -0.2 -0.1
C 2.8884 0.5787 2.3756 -0.2 0.1 0.1
C 4.1022 0.3424 -0.1167 -0.2 0.0 -0.3
C -2.4661 0.0040 1.3327 -0.1 0.1 -0.2
C -0.9562 -1.2133 3.3916 0.3 -0.1 0.0
C -0.4454 1.4512 2.6079 0.2 0.1 -0.1
C 0.5860 5.2689 -2.8371 0.0 0.1 -0.3
C 0.6977 4.9307 0.1275 0.2 0.1 0.1
C -1.9723 5.4040 -1.1907 -0.2 0.5 -0.1
H 0.3455 -1.7269 -2.7369 0.4 -0.2 0.1
H 2.7554 -1.4389 -1.8487 -0.3 -0.3 -0.1
H 4.7711 -2.3053 0.9188 -0.1 0.1 0.3
H 3.6626 -2.5636 2.3008 0.3 0.2 0.0
H 4.9036 -1.2718 2.3854 -0.2 -0.2 -0.3
H 2.3018 0.1504 3.1942 0.1 0.1 0.0
H 2.4071 1.4975 2.0286 0.1 -0.1 0.1
H 3.8911 0.8232 2.7472 -0.2 -0.1 -0.1
H 4.4513 -0.2868 -0.9428 0.0 0.2 0.2
H 4.9708 0.7231 0.4363 -0.2 -0.2 -0.1
H 3.5544 1.1953 -0.5354 0.1 -0.1 0.0
H -3.0297 0.5485 2.1014 0.0 -0.2 -0.2
H -2.9367 -0.9683 1.1461 0.1 0.3 0.1
H -2.4819 0.5833 0.4004 -0.1 -0.1 0.2
H -1.4688 -0.6142 4.1569 0.1 -0.2 -0.2
H 0.0256 -1.5215 3.7744 -0.2 0.1 0.1
H -1.5426 -2.1148 3.1805 0.1 0.1 0.0
H -1.2377 1.6622 3.3383 0.2 -0.1 -0.2
H -0.4705 2.2156 1.8210 0.0 -0.1 0.2
H 0.5250 1.5002 3.1116 -0.3 0.0 -0.1
H 1.2295 6.1243 -2.5873 -0.2 -0.2 -0.2
H -0.1391 5.5499 -3.6177 0.3 -0.1 0.3
H 1.2036 4.4342 -3.2072 -0.2 0.4 0.1
H 1.3553 5.8039 0.0052 -0.1 -0.2 0.1
H 1.3154 4.0286 0.2799 -0.2 0.4 -0.1
H 0.0606 5.0850 1.0127 0.2 -0.1 -0.4
H -2.0300 6.3998 -1.6575 -0.1 -0.3 0.1
H -2.2479 5.5078 -0.1291 0.2 -0.1 -0.4
H -2.6976 4.7369 -1.6817 0.2 0.3 0.1
C -0.5285 1.7574 -2.9000 0.1 0.5 -0.2
C -1.8973 1.5167 -2.9996 0.4 0.0 -0.3
C -2.3626 1.0490 -4.2283 0.2 -0.3 0.0
C -1.4601 0.8200 -5.2773 0.2 0.2 0.3
C -0.0745 0.9238 -5.0860 -0.4 -0.1 0.7
C 0.4142 1.3764 -3.8494 -0.4 -0.2 -0.3
O -0.0719 2.6287 -1.8735 0.5 -2.3 0.1
H -0.7648 2.7060 -1.2119 -0.3 -0.8 0.4
H -2.5448 1.7049 -2.1349 0.0 0.1 -0.5
H -3.4254 0.8536 -4.3596 0.2 0.1 -0.1
H -1.8441 0.5740 -6.2549 0.0 -0.2 0.0
H 0.6212 0.6511 -5.8754 -0.2 0.1 0.1
H 1.4838 1.4103 -3.6230 -0.4 0.4 -0.2
N 0.0975 -5.1979 2.0194 -0.2 -0.3 0.3
C 0.6031 -4.3835 1.0836 -2.0 -0.8 -0.4
N -0.4120 -3.7681 0.4241 0.4 -1.2 0.5
C -1.6262 -4.2004 0.9979 1.3 0.7 0.2
C -2.8752 -3.5817 0.8956 -0.4 -0.1 0.2
C -3.7548 -3.7838 1.9617 0.2 0.1 -0.9
C -3.4274 -4.6550 3.0155 0.9 -0.6 0.1
C -2.1957 -5.3230 3.0637 -0.9 -0.3 0.3
C -1.3044 -5.0719 2.0322 0.7 0.7 0.2
H 0.6205 -5.7919 2.6543 0.0 0.1 -0.2
H 1.6583 -4.3581 0.7811 -0.3 0.0 0.3
H -3.0887 -2.9773 0.0087 -0.1 -0.1 0.5
H -4.7111 -3.2631 1.9854 0.2 -0.2 -0.1
H -4.1482 -4.8104 3.8064 0.1 0.0 0.0
H -1.9066 -6.0073 3.8612 -0.3 0.3 0.0
```
Positions in Å, forces in eV/Å.

---

no.,DFT total energy (eV)
1,-56751.855
2,-82534.132